1.
One molecule with the formula C6H12O2 at a distorted geometry, computed with wB97M-V/def2-TZVPD.

Last column: Mulliken charge in e.
Cartesian coordinates (Å):
C (0.62, -0.29, 0.60)  1.32
C (-0.83, -0.04, 0.14)  -0.23
C (1.68, -0.03, -0.46)  -1.60
C (0.66, -1.82, 1.04)  -1.59
C (-1.06, 1.44, -0.37)  -0.38
C (-1.81, 1.84, -1.40)  -0.80
O (0.94, 0.51, 1.74)  -0.59
O (-1.26, -0.96, -0.85)  -0.57
H (0.24, 0.39, 2.40)  0.36
H (-0.79, -0.72, -1.67)  0.40
H (-1.50, -0.13, 1.00)  0.60
H (-0.58, 2.21, 0.23)  0.29
H (1.94, 1.03, -0.53)  0.40
H (2.61, -0.55, -0.23)  0.39
H (1.39, -0.35, -1.47)  0.33
H (1.40, -1.94, 1.84)  0.43
H (0.95, -2.46, 0.20)  0.30
H (-0.29, -2.17, 1.44)  0.39
H (-1.95, 2.89, -1.62)  0.26
H (-2.35, 1.13, -2.03)  0.28

Computed properties:
SMILES string: C=C[C@@H](O)C(C)(C)O
Kohn-Sham gap, eV: 10.53
HOMO level, eV: -9.692

***

2.
A 2-piece molecular cluster, C2H5O2S2 overall at a distorted geometry, computed with wB97M-V/def2-TZVPD.

Last column: Mulliken charge in e.
Cartesian coordinates (Å):
C (-0.65, -0.05, -0.66)  -0.45
S (-0.49, 1.66, -1.13)  0.00
S (-2.25, 2.00, -2.24)  -0.28
H (-0.56, -0.68, -1.55)  0.35
H (0.28, -0.22, -0.10)  -0.09
H (-1.50, -0.55, -0.20)  0.36
H (-3.02, 1.49, -1.28)  0.13
O (1.85, 0.33, 1.64)  -0.66
C (2.08, -0.88, 1.82)  0.04
O (3.11, -1.56, 1.69)  -0.66
H (1.16, -1.53, 2.00)  0.25

Computed properties:
Kohn-Sham gap, eV: 6.65
HOMO level, eV: -4.015
Net charge: -1

***

3.
C27H20BrClN5O5SSr as an isolated structure, computed with wB97M-V/def2-TZVPD.

Last column: Mulliken charge in e.
Cartesian coordinates (Å):
Sr (0.42, 1.82, -1.93)  1.98
N (-2.39, 2.52, -4.10)  -0.30
C (-1.71, 3.69, -4.12)  0.64
C (-2.09, 4.74, -4.98)  -0.84
C (-1.36, 5.90, -4.99)  -0.16
C (-0.25, 6.03, -4.15)  -0.89
C (0.06, 4.96, -3.35)  -0.07
N (-0.63, 3.80, -3.33)  -0.25
H (-3.27, 2.48, -4.59)  0.22
H (-2.26, 1.84, -3.35)  0.26
H (-2.96, 4.62, -5.61)  0.30
H (-1.65, 6.71, -5.64)  0.39
H (0.35, 6.93, -4.13)  0.39
H (0.91, 5.01, -2.68)  0.39
Cl (-4.48, -5.40, -0.95)  -0.23
C (-3.56, -3.97, -1.30)  0.47
C (-2.18, -4.01, -1.20)  -0.85
C (-1.45, -2.87, -1.50)  -0.32
C (-2.10, -1.70, -1.87)  0.00
C (-3.49, -1.67, -1.94)  -0.11
C (-4.22, -2.81, -1.67)  -0.73
C (-1.30, -0.47, -2.15)  1.18
O (-0.10, -0.60, -2.49)  -0.86
O (-1.86, 0.67, -2.00)  -1.26
H (-1.68, -4.92, -0.89)  0.46
H (-0.37, -2.88, -1.43)  0.42
H (-3.98, -0.74, -2.19)  0.37
H (-5.30, -2.81, -1.74)  0.40
O (4.29, -4.78, 3.27)  -0.68
S (3.12, -5.58, 3.58)  1.20
O (3.22, -6.37, 4.79)  -0.69
O (2.53, -6.27, 2.44)  -0.69
C (1.84, -4.33, 3.95)  0.11
N (1.08, -4.47, 5.03)  -0.53
C (0.16, -3.53, 5.22)  -0.31
C (-0.02, -2.46, 4.37)  -0.76
C (0.82, -2.41, 3.26)  0.23
N (1.74, -3.34, 3.06)  -0.32
C (0.74, -1.33, 2.24)  1.39
C (-0.45, -0.48, 2.14)  -0.84
C (-0.48, 0.55, 1.29)  -1.33
N (0.55, 0.78, 0.36)  0.57
C (1.74, -0.11, 0.34)  0.33
C (1.79, -1.12, 1.44)  -1.32
H (-0.46, -3.64, 6.11)  0.40
H (-0.76, -1.71, 4.57)  0.33
H (-1.31, -0.68, 2.76)  0.26
H (-1.31, 1.24, 1.24)  0.44
H (1.81, -0.63, -0.62)  0.24
H (2.68, -1.72, 1.55)  0.74
Br (4.56, 2.67, 3.85)  -0.24
C (3.40, 2.38, 2.37)  0.20
C (3.57, 1.31, 1.60)  -1.04
C (2.70, 1.13, 0.39)  1.21
C (1.44, 2.04, 0.37)  -0.11
C (1.30, 3.05, 1.39)  -1.37
C (2.30, 3.34, 2.24)  -0.78
H (4.33, 0.57, 1.82)  0.43
H (3.33, 1.17, -0.51)  0.19
H (0.39, 3.64, 1.43)  0.37
H (2.26, 4.18, 2.92)  0.39

Computed properties:
Kohn-Sham gap, eV: 5.83
HOMO level, eV: -4.840
Net charge: -1

***

4.
A 2-piece molecular cluster, C9H12BF2IO6S overall at a distorted geometry, computed with wB97M-V/def2-TZVPD.

Last column: Mulliken charge in e.
Cartesian coordinates (Å):
C (-2.98, 0.74, 2.66)  0.10
C (-2.26, -0.06, 3.17)  -0.59
C (-1.29, -1.11, 3.46)  -0.44
S (0.05, -1.05, 2.21)  0.26
C (-0.76, -0.93, 0.59)  -0.15
C (-0.45, -2.06, -0.40)  -1.12
C (0.96, -2.00, -1.00)  -0.90
I (1.06, -0.24, -2.24)  0.18
C (0.88, -2.64, 2.40)  -0.52
O (-0.02, -3.72, 2.25)  -0.18
O (0.43, -4.71, 3.17)  -0.39
H (-3.62, 1.43, 2.14)  0.40
H (-0.85, -0.92, 4.44)  0.43
H (-1.73, -2.11, 3.41)  0.35
H (-1.84, -0.86, 0.72)  0.43
H (-0.44, 0.03, 0.18)  0.28
H (-1.15, -1.91, -1.23)  0.48
H (-0.69, -3.05, -0.01)  0.42
H (1.76, -1.97, -0.26)  0.31
H (1.07, -2.85, -1.67)  0.39
H (1.75, -2.71, 1.75)  0.42
H (1.26, -2.65, 3.43)  0.47
H (-0.41, -5.09, 3.47)  0.33
B (0.91, 3.43, -3.12)  0.71
O (1.55, 4.63, -2.54)  -0.50
C (1.48, 5.62, -3.42)  0.59
O (1.90, 6.73, -3.26)  -0.60
C (0.77, 5.10, -4.66)  0.61
O (0.53, 5.73, -5.66)  -0.59
O (0.45, 3.83, -4.47)  -0.46
F (-0.17, 3.02, -2.33)  -0.36
F (1.84, 2.37, -3.21)  -0.37

Computed properties:
Kohn-Sham gap, eV: 6.87
HOMO level, eV: -8.171

***

5.
A 8-piece molecular cluster, C16H51N2O6 overall at a distorted geometry, computed with wB97M-V/def2-TZVPD.

Last column: Mulliken charge in e.
Cartesian coordinates (Å):
N (2.65, 3.76, 2.87)  -0.53
H (2.03, 4.53, 3.05)  0.39
H (2.66, 3.20, 3.71)  0.34
H (3.56, 4.05, 2.53)  0.37
H (2.20, 3.19, 2.16)  0.37
N (4.02, 2.93, -4.18)  -0.53
H (3.62, 2.96, -5.11)  0.36
H (3.40, 2.47, -3.53)  0.37
H (4.31, 3.85, -3.91)  0.38
H (4.92, 2.48, -4.09)  0.38
C (1.73, -0.86, -0.32)  -0.53
O (1.65, 0.51, -0.56)  -0.87
H (2.18, -1.07, 0.65)  0.16
H (0.79, -1.40, -0.38)  0.17
H (2.38, -1.28, -1.09)  0.16
C (1.52, -1.03, -8.12)  -1.31
C (2.64, -0.32, -8.82)  0.48
C (2.90, -0.54, -10.31)  -1.25
O (2.43, 1.03, -8.63)  -0.55
H (1.58, -0.68, -7.09)  0.39
H (1.66, -2.09, -7.91)  0.36
H (0.49, -0.68, -8.19)  0.35
H (3.53, -0.70, -8.30)  0.23
H (2.07, -0.14, -10.90)  0.27
H (3.14, -1.56, -10.61)  0.34
H (3.71, 0.00, -10.80)  0.33
H (1.51, 1.13, -8.86)  0.36
C (-3.23, 4.04, -0.42)  -1.21
C (-3.45, 3.59, -1.91)  0.45
C (-4.56, 4.37, -2.72)  -1.22
O (-2.19, 3.77, -2.50)  -0.54
H (-4.18, 4.03, 0.12)  0.33
H (-2.93, 5.08, -0.52)  0.30
H (-2.58, 3.37, 0.14)  0.38
H (-3.85, 2.58, -1.92)  0.22
H (-4.77, 3.98, -3.72)  0.31
H (-4.14, 5.37, -2.86)  0.32
H (-5.41, 4.51, -2.06)  0.34
H (-1.57, 3.24, -2.00)  0.32
C (5.21, 0.67, 8.55)  -1.21
C (5.06, 0.23, 7.13)  0.41
C (5.15, -1.27, 6.88)  -1.25
O (3.83, 0.82, 6.82)  -0.55
H (4.85, 1.69, 8.66)  0.32
H (6.27, 0.73, 8.77)  0.36
H (4.81, -0.10, 9.21)  0.33
H (5.83, 0.71, 6.52)  0.25
H (4.31, -1.78, 7.35)  0.35
H (6.06, -1.77, 7.24)  0.35
H (5.24, -1.44, 5.81)  0.31
H (3.09, 0.32, 7.17)  0.33
C (-3.87, -4.95, -3.82)  -1.36
C (-4.25, -5.35, -2.39)  0.64
C (-4.33, -4.17, -1.45)  -1.22
O (-5.56, -5.92, -2.38)  -0.54
H (-4.77, -4.59, -4.33)  0.36
H (-3.64, -5.83, -4.42)  0.35
H (-3.16, -4.12, -3.83)  0.33
H (-3.45, -5.95, -1.95)  0.20
H (-5.31, -3.69, -1.49)  0.29
H (-3.55, -3.41, -1.60)  0.34
H (-4.28, -4.58, -0.44)  0.31
H (-5.95, -5.78, -3.25)  0.30
C (-3.77, -1.28, 7.36)  -1.40
C (-2.47, -1.30, 6.62)  0.65
C (-2.51, -0.66, 5.23)  -1.29
O (-1.51, -0.59, 7.35)  -0.55
H (-4.09, -0.32, 7.77)  0.41
H (-3.56, -2.05, 8.10)  0.39
H (-4.55, -1.67, 6.71)  0.35
H (-2.09, -2.32, 6.57)  0.14
H (-3.04, 0.28, 5.09)  0.29
H (-2.96, -1.38, 4.55)  0.35
H (-1.51, -0.48, 4.84)  0.36
H (-1.94, -0.35, 8.17)  0.31

Computed properties:
Kohn-Sham gap, eV: 3.74
HOMO level, eV: -7.449
Net charge: +1

***

6.
A 2-piece molecular cluster, C3H11NO overall at a distorted geometry, computed with wB97M-V/def2-TZVPD.

Last column: Mulliken charge in e.
Cartesian coordinates (Å):
C (-3.86, -1.93, -3.32)  -0.85
C (-3.69, -2.06, -4.91)  -0.62
H (-3.27, -1.10, -2.75)  0.25
H (-4.90, -1.65, -3.15)  0.27
H (-3.78, -2.90, -2.82)  0.29
H (-2.60, -2.07, -5.18)  0.23
H (-4.19, -1.15, -5.40)  0.23
H (-4.22, -3.06, -5.02)  0.21
N (4.49, 1.43, 4.69)  -0.54
C (3.37, 1.89, 3.88)  -0.28
O (3.37, 3.30, 3.34)  -0.53
H (5.26, 1.90, 4.17)  0.23
H (4.70, 0.51, 4.95)  0.20
H (2.45, 1.88, 4.35)  0.34
H (3.34, 1.14, 3.03)  0.26
H (3.54, 3.88, 4.13)  0.32

Computed properties:
SMILES string: NCO.CC
Kohn-Sham gap, eV: 10.36
HOMO level, eV: -9.284

***

7.
A 3-piece molecular cluster, C5H16Cl4O5P2S overall, computed with wB97M-V/def2-TZVPD.

Last column: Mulliken charge in e.
Cartesian coordinates (Å):
O (4.50, -1.28, 0.88)  -0.56
S (4.18, -0.50, -0.29)  0.88
O (5.19, -0.08, -1.22)  -0.58
C (2.83, -1.27, -1.13)  -0.92
P (1.10, -0.68, -0.49)  0.31
P (-0.92, 0.05, 0.37)  0.64
O (-0.74, 0.21, 1.82)  -0.60
O (-1.40, 1.39, -0.43)  -0.45
O (-2.13, -0.92, -0.02)  -0.53
H (3.58, 0.63, 0.17)  0.11
H (2.97, -2.34, -0.96)  0.43
H (2.96, -1.04, -2.19)  0.41
H (1.57, -0.47, 0.83)  0.13
H (0.54, -1.95, -0.76)  0.10
H (1.06, 0.32, -1.49)  -0.03
H (-0.77, 2.11, -0.29)  0.32
H (-2.37, -0.91, -0.95)  0.30
Cl (-2.87, -3.58, 4.48)  -0.19
C (-1.30, -3.01, 5.13)  -0.41
C (-0.60, -2.07, 4.19)  -0.44
Cl (-0.05, -2.89, 2.71)  -0.20
H (-0.70, -3.89, 5.34)  0.31
H (-1.52, -2.49, 6.07)  0.31
H (0.28, -1.66, 4.68)  0.31
H (-1.25, -1.25, 3.87)  0.31
Cl (0.03, 2.56, -3.17)  -0.19
C (-1.72, 2.77, -3.44)  -0.43
C (-2.02, 4.00, -4.26)  -0.42
Cl (-1.65, 5.50, -3.36)  -0.18
H (-2.20, 2.81, -2.46)  0.29
H (-2.07, 1.88, -3.97)  0.32
H (-3.08, 4.02, -4.50)  0.32
H (-1.44, 4.02, -5.18)  0.32

Computed properties:
SMILES string: O=[SH](=O)C[PH3]P(=O)(O)O.ClCCCl.ClCCCl
Kohn-Sham gap, eV: 8.94
HOMO level, eV: -9.003

***

8.
C16H21IN2O2S as an isolated structure at a distorted geometry, computed with wB97M-V/def2-TZVPD.

Last column: Mulliken charge in e.
Cartesian coordinates (Å):
C (-5.16, -0.12, -0.55)  -1.05
C (-4.32, -1.13, -1.25)  0.77
O (-3.76, -2.00, -0.66)  -0.52
O (-4.26, -1.03, -2.60)  -0.41
C (-3.08, -0.35, -3.07)  -0.66
C (-1.86, -1.29, -3.21)  -0.65
C (-0.82, -0.98, -2.13)  -0.09
C (0.47, -1.79, -2.26)  -0.97
C (1.54, -1.23, -1.30)  -0.94
C (1.20, -1.50, 0.18)  -0.49
C (0.55, -0.32, 0.91)  -0.39
C (0.99, -0.20, 2.40)  -1.65
C (2.08, 0.82, 2.52)  0.50
C (3.40, 0.48, 2.45)  -0.51
C (4.42, 1.47, 2.53)  -0.61
C (4.10, 2.78, 2.67)  -0.54
I (5.60, 4.24, 2.76)  0.10
C (2.75, 3.18, 2.75)  0.91
N (2.25, 4.41, 2.89)  -0.59
S (0.67, 4.30, 2.90)  0.17
N (0.49, 2.69, 2.73)  -0.62
C (1.72, 2.20, 2.67)  0.70
H (-4.54, 0.49, 0.11)  0.26
H (-5.88, -0.64, 0.07)  0.36
H (-5.70, 0.50, -1.25)  0.34
H (-2.82, 0.45, -2.37)  0.38
H (-3.32, 0.13, -4.01)  0.36
H (-2.25, -2.28, -3.00)  0.30
H (-1.45, -1.24, -4.21)  0.45
H (-0.57, 0.08, -2.11)  0.41
H (-1.27, -1.24, -1.18)  -0.01
H (0.84, -1.79, -3.28)  0.42
H (0.28, -2.80, -1.92)  0.30
H (1.65, -0.16, -1.47)  0.43
H (2.48, -1.72, -1.52)  0.32
H (0.58, -2.39, 0.27)  0.36
H (2.14, -1.73, 0.69)  0.39
H (-0.54, -0.36, 0.87)  0.25
H (0.84, 0.58, 0.39)  0.32
H (0.13, 0.08, 3.00)  0.48
H (1.33, -1.17, 2.75)  0.63
H (3.64, -0.56, 2.34)  0.40
H (5.45, 1.16, 2.49)  0.38

Computed properties:
Kohn-Sham gap, eV: 7.92
HOMO level, eV: -8.612

***

9.
C13H38ClCrLaSi4 as an isolated structure at a distorted geometry, computed with wB97M-V/def2-TZVPD.

Last column: Löwdin spin population.
Cartesian coordinates (Å):
La (-0.31, 0.91, -1.46)  0.30
Cl (0.49, 0.30, -4.07)  0.12
C (1.91, 1.61, -1.06)  0.01
H (2.35, 1.82, -0.07)  0.00
H (1.83, 2.57, -1.62)  0.00
H (2.61, 0.97, -1.62)  0.00
Cr (-0.84, 2.14, -4.35)  3.42
C (-2.70, 1.40, -4.82)  0.01
C (-0.10, 3.52, -5.72)  0.02
C (-1.14, 2.96, -2.58)  -0.05
H (0.02, 4.50, -5.24)  0.01
H (0.88, 3.17, -6.09)  0.02
H (-0.79, 3.62, -6.57)  0.01
H (-3.46, 1.69, -4.07)  0.01
H (-3.00, 1.81, -5.80)  0.01
H (-2.69, 0.30, -4.90)  0.00
H (-0.46, 3.67, -2.04)  0.01
H (-2.06, 3.02, -1.94)  0.02
C (-3.10, -1.28, 0.18)  0.00
Si (-1.47, -2.12, 0.64)  0.01
C (-1.68, -3.08, 2.25)  0.00
C (-0.97, -3.30, -0.75)  0.01
Si (0.26, -0.62, 1.01)  0.02
Si (-0.27, 0.95, 2.61)  0.01
C (0.03, 0.07, 4.25)  0.00
C (0.87, 2.44, 2.45)  0.00
C (-2.05, 1.54, 2.48)  0.01
Si (2.34, -1.57, 1.16)  0.00
C (2.23, -2.87, 2.51)  0.00
C (2.74, -2.30, -0.53)  0.01
C (3.61, -0.24, 1.60)  0.00
H (-3.87, -2.07, 0.10)  0.00
H (-3.06, -0.77, -0.79)  0.00
H (-3.42, -0.56, 0.94)  0.00
H (-2.47, -3.84, 2.10)  0.00
H (-0.76, -3.59, 2.55)  0.00
H (-1.99, -2.42, 3.07)  0.00
H (-0.85, -2.77, -1.71)  0.01
H (-0.04, -3.83, -0.52)  0.00
H (-1.77, -4.05, -0.87)  0.00
H (1.07, -0.26, 4.34)  0.00
H (-0.18, 0.78, 5.07)  0.00
H (-0.63, -0.80, 4.37)  0.00
H (0.70, 2.98, 1.50)  0.00
H (0.67, 3.14, 3.28)  0.00
H (1.93, 2.16, 2.49)  0.00
H (-2.25, 2.04, 1.52)  0.00
H (-2.76, 0.71, 2.59)  0.00
H (-2.24, 2.26, 3.28)  0.00
H (1.52, -3.66, 2.25)  0.00
H (3.22, -3.31, 2.65)  0.00
H (1.91, -2.42, 3.47)  0.00
H (2.75, -1.53, -1.31)  0.00
H (3.74, -2.76, -0.48)  0.00
H (2.02, -3.08, -0.82)  0.00
H (3.71, 0.50, 0.80)  0.00
H (3.34, 0.28, 2.53)  0.00
H (4.58, -0.73, 1.74)  0.00

Computed properties:
Kohn-Sham gap (alpha / beta), eV: 2.74 / 4.37
HOMO level (alpha / beta), eV: 1.781 / 0.104
Net charge: -2
Multiplicity: 5

***

10.
An isolated ion of composition C2H7I3NSi and charge +1 at a distorted geometry, computed with wB97M-V/def2-TZVPD.

Last column: Löwdin spin population.
Cartesian coordinates (Å):
C (0.81, 1.09, -0.83)  0.01
C (-2.30, -1.23, 0.47)  0.46
N (0.05, 0.09, -0.07)  0.03
Si (-1.79, 0.41, -0.22)  0.05
I (-2.15, 2.36, 1.15)  0.00
I (-2.25, 0.69, -2.54)  0.00
I (-4.46, -1.41, 0.87)  1.40
H (0.25, 2.00, -0.72)  0.00
H (1.96, 1.19, -0.65)  0.00
H (0.53, 0.70, -1.94)  0.00
H (-1.78, -1.40, 1.46)  0.02
H (-1.92, -2.10, 0.02)  0.02
H (0.50, 0.01, 0.92)  0.00
H (0.31, -0.81, -0.48)  0.01

Computed properties:
Kohn-Sham gap (alpha / beta), eV: 5.78 / 6.60
HOMO level (alpha / beta), eV: -9.287 / -13.451
Net charge: +1
Multiplicity: 3

***

11.
A 2-piece molecular cluster, C2H7IN overall at a distorted geometry, computed with wB97M-V/def2-TZVPD.

Last column: Mulliken charge in e.
Cartesian coordinates (Å):
C (-0.97, -0.20, 0.07)  -0.96
C (1.32, 0.56, -0.25)  -0.78
N (0.45, -0.60, -0.12)  -0.18
I (3.49, 0.00, 0.05)  0.19
H (-1.20, 0.44, -0.77)  0.41
H (-1.49, -1.09, 0.38)  0.39
H (-1.11, 0.44, 1.03)  0.36
H (1.30, 1.04, -1.22)  0.44
H (0.79, 1.51, 0.78)  0.35
H (0.26, -1.37, -0.84)  0.37
H (0.77, -1.08, 0.74)  0.41

Computed properties:
Kohn-Sham gap, eV: 9.44
HOMO level, eV: -13.983
Net charge: +1

***

12.
An isolated ion of composition C10H9N2 and charge +1 at a distorted geometry, computed with wB97M-V/def2-TZVPD.

Last column: Mulliken charge in e.
Cartesian coordinates (Å):
C (1.56, 0.31, 2.29)  -0.56
C (1.01, -0.99, 2.24)  -0.58
C (1.25, 1.27, 1.30)  -0.66
C (0.17, -1.41, 1.09)  -0.65
C (0.01, 1.97, -0.68)  -0.79
C (-0.57, -0.71, -1.04)  -0.57
C (-0.98, 2.14, -1.60)  -0.32
C (-2.10, 0.14, -2.60)  0.08
C (0.50, 0.97, 0.20)  0.82
C (0.09, -0.43, 0.11)  1.21
N (-1.97, 1.34, -2.19)  -0.44
N (-1.02, -0.87, -2.33)  -0.13
H (2.24, 0.38, 3.18)  0.33
H (1.13, -1.50, 3.11)  0.49
H (1.65, 2.18, 1.43)  0.56
H (0.51, -2.49, 0.73)  0.40
H (0.47, 2.86, -0.57)  0.38
H (-0.73, -1.90, 1.49)  0.46
H (-0.94, 3.13, -2.01)  0.37
H (-2.82, -0.46, -3.12)  0.38
H (-0.68, -1.58, -2.85)  0.24

Computed properties:
Kohn-Sham gap, eV: 6.43
HOMO level, eV: -11.688
Net charge: +1

***

13.
A 2-piece molecular cluster, C2HNO2S overall at a distorted geometry, computed with wB97M-V/def2-TZVPD.

Last column: Mulliken charge in e.
Cartesian coordinates (Å):
C (-3.27, -0.03, -0.96)  0.59
C (-0.55, -1.40, -0.58)  -0.19
N (-0.23, -1.12, 0.50)  0.14
O (-3.45, 0.15, -2.09)  -0.32
O (0.07, -0.84, 1.80)  -0.31
S (-3.05, -0.06, 0.61)  -0.28
H (0.26, -1.64, 2.34)  0.38

Computed properties:
Kohn-Sham gap, eV: 10.26
HOMO level, eV: -10.190